Here is a 2-piece molecular cluster, C5H13NO2 overall in a non-equilibrium geometry from the OMol25 dataset. Energies are from ωB97M-V with the def2-TZVPD basis set.

The calculation puts the molar mass at 119.2 g mol⁻¹. Its energy relative to the best compared isomer or geometry (same formula, charge and spin) is 111.60 kcal/mol. Its HOMO energy is -10.14 eV. The HOMO-LUMO gap comes out at 10.99 eV. As for the SMILES: [H]/N=C(\C)OO.CCC. The electronic energy is -403.39876 hartree.

Geometry as ORCA input:
```
! wB97M-V def2-TZVPD RIJCOSX def2/J DEFGRID3
* xyz 0 1
C -1.413 -0.673 -0.165
C -2.037 0.635 0.310
C -2.036 -1.175 -1.463
H -1.509 -1.433 0.616
H -0.350 -0.519 -0.349
H -3.101 -1.366 -1.326
H -1.596 0.972 1.248
H -3.103 0.507 0.501
H -1.893 1.408 -0.444
H -1.899 -0.439 -2.255
H -1.546 -2.089 -1.795
C 1.993 0.853 1.763
C 2.125 -0.019 0.584
O 1.806 1.122 -0.443
O 1.624 0.926 -1.842
N 2.319 -1.199 0.295
H 2.495 1.111 -2.222
H 2.319 -1.880 1.045
H 1.130 0.567 2.360
H 1.758 1.839 1.240
H 2.914 0.851 2.341
*
```

---

Here is C5H13NO3 as an isolated structure in a non-equilibrium geometry from the OMol25 dataset. Energies are from ωB97M-V with the def2-TZVPD basis set.

The calculation puts the molar mass at 135.2 g mol⁻¹. Its energy relative to the best compared isomer or geometry (same formula, charge and spin) is 77.60 kcal/mol. Its HOMO energy is -8.34 eV. The HOMO-LUMO gap comes out at 9.11 eV. The electronic energy is -478.69175 hartree.

Geometry as ORCA input:
```
! wB97M-V def2-TZVPD RIJCOSX def2/J DEFGRID3
* xyz 0 1
C -0.581 0.706 -0.319
C -1.961 0.664 -0.978
N 0.359 1.176 -1.291
O -0.602 1.665 0.770
H -1.233 1.362 1.435
H -1.184 -0.869 0.610
H 1.302 1.196 -0.920
H 0.152 2.134 -1.563
H -2.700 0.240 -0.296
H -2.288 1.680 -1.217
H -1.922 0.067 -1.886
C 1.940 0.063 1.774
C 0.286 -1.832 -0.925
C 0.336 -0.920 0.274
O 1.635 -0.615 0.541
O -0.431 -1.148 1.376
H 1.532 1.074 1.760
H 1.541 -0.495 2.621
H 3.025 0.037 1.842
H -0.744 -1.992 -1.228
H 0.831 -1.399 -1.758
H 0.707 -2.794 -0.623
*
```

---

Here is a 2-piece molecular cluster, C5H13NO6S overall in a non-equilibrium geometry from the OMol25 dataset. Energies are from ωB97M-V with the def2-TZVPD basis set.

The calculation puts the molar mass at 215.2 g mol⁻¹. Its energy relative to the best compared isomer or geometry (same formula, charge and spin) is 182.01 kcal/mol. Its HOMO energy (alpha / beta) is -8.09 / -7.39 eV. The HOMO-LUMO gap (alpha / beta) comes out at 5.37 / 3.69 eV. The electronic energy is -1102.42570 hartree.

Geometry as ORCA input:
```
! wB97M-V def2-TZVPD RIJCOSX def2/J DEFGRID3
* xyz 0 1
C -0.280 1.468 -1.731
C 0.818 -1.984 1.151
C 2.281 -0.304 -0.220
C -1.938 0.179 -0.652
C 1.369 -0.665 0.834
N -0.633 0.247 -1.173
O 0.796 -0.098 3.450
O -0.014 1.586 1.866
O 2.348 1.382 2.192
O -0.373 -2.006 1.886
O 1.715 -0.952 -1.328
O -1.977 -0.074 0.733
S 1.170 0.528 2.180
H -0.465 1.411 -2.841
H -0.705 2.246 -1.201
H 0.790 1.469 -1.525
H 0.873 -2.780 0.384
H 1.733 -2.532 1.906
H 2.353 0.749 -0.285
H 3.371 -0.597 -0.073
H -2.477 -0.581 -1.167
H -2.499 1.129 -0.802
H -0.986 1.211 1.897
H -0.313 -1.361 2.647
H 0.736 -0.864 -1.336
H -1.570 -0.893 0.930
*
```

---

Here is a 2-piece molecular cluster, C5H13NOS overall in a non-equilibrium geometry from the OMol25 dataset. Energies are from ωB97M-V with the def2-TZVPD basis set.

The calculation puts the molar mass at 135.2 g mol⁻¹. Its energy relative to the best compared isomer or geometry (same formula, charge and spin) is 168.31 kcal/mol. Its HOMO energy is -6.63 eV. The HOMO-LUMO gap comes out at 4.55 eV. The electronic energy is -726.23287 hartree.

Geometry as ORCA input:
```
! wB97M-V def2-TZVPD RIJCOSX def2/J DEFGRID3
* xyz 0 1
C -0.603 0.821 -1.210
O -1.624 1.558 -1.775
C -0.886 1.089 0.334
C -0.614 -0.712 0.804
C 0.000 0.476 1.330
S 1.943 -0.784 -0.820
C 3.021 -1.950 0.049
N -2.354 0.960 0.540
H -0.458 -0.230 -1.490
H 0.261 1.435 -1.541
H -1.602 1.417 -2.725
H -0.704 2.136 0.391
H -1.533 -1.117 1.175
H 0.064 -1.504 0.405
H -0.343 0.761 2.362
H 1.069 0.687 1.164
H 3.648 -2.481 -0.687
H 3.758 -1.508 0.763
H 2.498 -2.718 0.701
H -2.681 0.065 0.252
H -2.859 1.599 -0.020
*
```

---

Here is an isolated molecule of C5H13NOS in a non-equilibrium geometry from the OMol25 dataset. Energies are from ωB97M-V with the def2-TZVPD basis set.

The calculation puts the molar mass at 135.2 g mol⁻¹. Its energy relative to the best compared isomer or geometry (same formula, charge and spin) is 69.90 kcal/mol. Its HOMO energy is -8.85 eV. The HOMO-LUMO gap comes out at 9.48 eV. As for the SMILES: CCN[C@H](CO)CS. The electronic energy is -726.38972 hartree.

Geometry as ORCA input:
```
! wB97M-V def2-TZVPD RIJCOSX def2/J DEFGRID3
* xyz 0 1
C 0.278 1.308 -0.237
N 0.866 -0.093 -0.225
C -0.211 -1.026 0.362
C -0.424 -0.562 1.759
S 1.207 -0.862 2.828
C -1.398 -1.280 -0.651
O -1.040 -2.565 -1.105
C 1.235 2.133 -1.156
H 0.320 1.710 0.817
H -0.706 1.485 -0.655
H 0.822 -0.473 -1.249
H 0.252 -2.078 0.363
H -0.586 0.523 2.067
H -1.384 -1.146 2.172
H 1.517 0.436 2.937
H -1.459 -0.634 -1.632
H -2.347 -1.394 -0.073
H -1.399 -2.488 -2.032
H 0.886 2.123 -2.201
H 1.355 3.230 -1.009
H 2.216 1.653 -1.079
*
```

---

Here is a 2-piece molecular cluster, C5H13NOS overall in a non-equilibrium geometry from the OMol25 dataset. Energies are from ωB97M-V with the def2-TZVPD basis set.

The calculation puts the molar mass at 135.2 g mol⁻¹. Its energy relative to the best compared isomer or geometry (same formula, charge and spin) is 20.27 kcal/mol. Its HOMO energy is -8.81 eV. The HOMO-LUMO gap comes out at 9.46 eV. As for the SMILES: CC(N)=O.CCSC. The electronic energy is -726.46880 hartree.

Geometry as ORCA input:
```
! wB97M-V def2-TZVPD RIJCOSX def2/J DEFGRID3
* xyz 0 1
C 0.146 -0.389 2.891
C 0.812 -1.487 2.058
O 1.152 -2.524 2.587
N 1.114 -1.160 0.765
H 0.579 0.577 2.572
H 0.403 -0.526 3.930
H 1.827 -1.660 0.274
H 0.622 -0.385 0.355
H -0.859 -0.320 2.498
C -0.471 0.334 -2.509
C -1.266 -0.764 -1.829
C -1.192 2.076 -0.279
S 0.114 1.787 -1.631
H 0.518 -0.063 -2.824
H -0.874 0.684 -3.465
H -2.066 -1.036 -2.518
H -1.517 -0.587 -0.782
H -0.664 1.934 0.655
H -1.598 3.088 -0.321
H -2.051 1.460 -0.549
H -0.703 -1.707 -1.732
*
```

---

Question: Which value of energy relative to the best compared isomer or geometry (same formula, charge and spin) does entry 3 give?
Answer: 182.01 kcal/mol

---

Question: energy relative to the best compared isomer or geometry (same formula, charge and spin) of number 1 (C5H13NO2)?
Answer: 111.60 kcal/mol

---

Question: Number 3 is which compound?
Answer: C5H13NO6S